Density functional theory data (the ωB97M-V functional and the def2-TZVPD basis) for a 4-piece molecular cluster, C3H15NO3S overall.

Results
Structure (SMILES): CNCCS.O.O.O
2S+1: 1
HOMO (eV): -8.79
Maximum force (eV Å⁻¹): 2.69
Gap between HOMO and LUMO (eV): 9.13
Net charge: 0

Geometry (Å):
C1 1.834 -2.058 1.021
N1 0.638 -2.603 0.364
C2 0.210 -1.849 -0.863
C3 -0.734 -0.659 -0.591
S1 -2.434 -0.829 -1.188
H1 1.637 -0.990 1.023
H2 2.800 -2.027 0.470
H3 2.219 -2.654 1.818
H4 0.605 -3.597 0.286
H5 1.161 -1.409 -1.309
H6 -0.052 -2.586 -1.678
H7 -0.714 -0.598 0.526
H8 -0.148 0.243 -0.942
H9 -2.671 0.481 -1.133
O1 -0.407 1.639 1.343
H10 -0.139 0.801 0.919
H11 -0.491 1.637 2.297
O2 -0.157 4.206 -0.072
H12 -0.291 3.554 0.629
H13 -0.414 3.640 -0.814
O3 2.862 1.435 0.663
H14 2.834 2.105 -0.067
H15 2.449 2.028 1.319

***

Density functional theory data (the ωB97M-V functional and the def2-TZVPD basis) for a 5-piece molecular cluster, C3H15NO4 overall.

Results
Structure (SMILES): C=C(C)N.O.O.O.O
2S+1: 1
HOMO (eV): -8.41
Maximum force (eV Å⁻¹): 6.16
Gap between HOMO and LUMO (eV): 8.85
Net charge: 0

Geometry (Å):
C1 0.352 -0.818 1.544
C2 1.351 -0.663 2.379
C3 0.991 -0.157 3.710
N1 2.695 -1.100 2.193
H1 0.423 -1.111 0.465
H2 -0.664 -0.588 1.689
H3 1.898 0.471 4.054
H4 0.962 -1.006 4.481
H5 0.032 0.398 3.671
H6 3.292 -1.361 2.876
H7 2.880 -1.440 1.237
O1 -0.185 3.298 -4.247
H8 -0.567 3.859 -3.627
H9 -0.874 2.862 -4.608
O2 2.005 -3.349 -0.607
H10 2.623 -4.129 -0.849
H11 1.527 -3.496 0.136
O3 -3.179 1.154 -3.450
H12 -2.987 0.268 -3.086
H13 -3.686 1.575 -2.689
O4 -2.986 1.214 0.051
H14 -2.485 0.686 0.829
H15 -2.636 1.997 0.301

***

Density functional theory data (the ωB97M-V functional and the def2-TZVPD basis) for a 5-piece molecular cluster, C3H15NO6S2 overall.

Results
Structure (SMILES): N[C@@H](CSS)C(=O)O.O.O.O.O
2S+1: 1
HOMO (eV): -8.92
Maximum force (eV Å⁻¹): 3.03
Gap between HOMO and LUMO (eV): 9.18
Net charge: 0

Geometry (Å):
N1 -0.425 0.987 0.677
C1 -1.020 -0.305 1.059
C2 -0.961 -1.337 -0.068
S1 -1.982 -1.217 -1.478
S2 -1.724 0.457 -2.572
C3 -0.137 -0.778 2.250
O1 0.429 -0.059 3.028
O2 -0.189 -2.107 2.388
H1 0.476 0.819 0.238
H2 -0.982 1.569 0.067
H3 -2.007 -0.032 1.464
H4 -1.061 -2.324 0.390
H5 0.142 -1.352 -0.224
H6 -0.720 0.325 -3.425
H7 0.359 -2.321 3.154
O3 1.150 2.746 2.501
H8 0.524 2.015 2.293
H9 1.771 2.280 3.082
O4 2.897 1.712 1.001
H10 3.525 2.390 0.724
H11 2.197 2.229 1.565
O5 1.675 0.080 -3.441
H12 1.889 0.689 -2.703
H13 1.809 -0.736 -2.949
O6 2.272 -0.300 -0.751
H14 2.792 -0.893 -0.200
H15 2.603 0.527 -0.317

***

Density functional theory data (the ωB97M-V functional and the def2-TZVPD basis) for C3H16FeO6 as an isolated structure.

Results
2S+1: 6
HOMO (alpha / beta) (eV): -12.34 / -11.75
⟨S²⟩: 8.768
Maximum force (eV Å⁻¹): 5.38
Gap between HOMO and LUMO (alpha / beta) (eV): 8.72 / 7.27
Net charge: +1

Geometry (Å):
Fe1 -20.083 -10.853 -18.412
C1 -17.409 -9.330 -19.407
O1 -18.342 -10.413 -19.354
H1 -17.857 -8.480 -19.922
H2 -17.187 -9.105 -18.364
H3 -16.503 -9.695 -19.892
C2 -21.905 -7.901 -16.300
C3 -20.489 -8.453 -15.996
O2 -20.032 -9.401 -16.951
H4 -22.133 -7.056 -15.650
H5 -22.644 -8.678 -16.107
H6 -21.981 -7.419 -17.274
H7 -20.391 -8.859 -14.989
H8 -19.873 -7.558 -16.070
O3 -19.322 -12.379 -17.258
H9 -18.754 -13.072 -17.595
H10 -19.359 -12.537 -16.315
O4 -22.018 -11.393 -17.993
H11 -22.300 -11.711 -17.135
H12 -22.675 -11.731 -18.602
O5 -20.343 -12.404 -19.920
H13 -19.802 -12.545 -20.697
H14 -20.904 -13.178 -19.875
O6 -21.019 -9.482 -19.675
H15 -20.631 -8.608 -19.700
H16 -21.744 -9.441 -20.298

***

Density functional theory data (the ωB97M-V functional and the def2-TZVPD basis) for a 4-piece molecular cluster, C3H16NO3 overall.

Results
2S+1: 1
HOMO (eV): -14.74
Maximum force (eV Å⁻¹): 2.08
Gap between HOMO and LUMO (eV): 11.85
Net charge: +1

Geometry (Å):
C1 0.235 -1.168 -0.882
C2 -0.146 -0.620 -2.283
C3 -1.579 -1.051 -2.511
N1 1.277 -0.299 -0.198
H1 -0.657 -1.080 -0.250
H2 0.589 -2.194 -0.935
H3 0.554 -1.078 -2.979
H4 0.027 0.466 -2.325
H5 -1.620 -2.123 -2.782
H6 -2.327 -1.051 -1.706
H7 -2.118 -0.483 -3.268
H8 1.998 -0.870 0.259
H9 1.745 0.493 -0.631
H10 0.846 0.105 0.643
H11 -1.829 1.403 1.481
H12 -0.590 2.065 1.122
O1 -0.969 1.175 1.088
H13 4.329 -0.427 1.104
H14 3.444 -0.179 2.343
O2 3.488 -0.093 1.400
H15 -2.799 1.820 4.032
H16 -1.811 3.024 3.783
O3 -2.089 2.165 3.495

***

Density functional theory data (the ωB97M-V functional and the def2-TZVPD basis) for a 4-piece molecular cluster, C3H16NO4 overall.

Results
2S+1: 2
HOMO (alpha / beta) (eV): -2.73 / -10.69
⟨S²⟩: 0.751
Maximum force (eV Å⁻¹): 1.75
Gap between HOMO and LUMO (alpha / beta) (eV): 3.16 / 11.00
Net charge: 0

Geometry (Å):
C1 0.237 -1.765 -0.040
O1 0.442 -0.516 -0.696
C2 -0.833 -1.628 1.028
C3 -0.309 -1.133 2.372
N1 -1.898 -0.674 0.522
H1 -0.025 -2.476 -0.813
H2 1.162 -2.118 0.429
H3 1.229 -0.056 -0.351
H4 -1.303 -2.563 1.162
H5 0.618 -1.668 2.589
H6 -1.023 -1.246 3.178
H7 -0.087 -0.067 2.321
H8 -1.565 0.308 0.634
H9 -1.982 -0.867 -0.486
H10 -2.802 -0.960 0.978
H11 3.248 1.263 0.385
H12 1.966 1.999 0.144
O2 2.297 1.130 0.422
H13 2.104 5.127 -2.702
H14 1.429 5.068 -1.402
O3 2.205 4.693 -1.844
H15 -2.208 -0.798 -3.233
H16 -1.006 -0.342 -2.267
O4 -1.897 -0.711 -2.331

***

Density functional theory data (the ωB97M-V functional and the def2-TZVPD basis) for a 5-piece molecular cluster, C3H16NO4 overall.

Results
2S+1: 1
HOMO (eV): -13.57
Maximum force (eV Å⁻¹): 6.17
Gap between HOMO and LUMO (eV): 9.28
Net charge: +1

Geometry (Å):
C1 -0.815 -0.890 2.320
C2 -1.511 0.313 1.770
C3 -0.241 2.383 1.630
N1 -0.459 1.143 1.230
H1 -0.761 -1.763 1.646
H2 0.205 -0.664 2.742
H3 -1.409 -1.286 3.129
H4 -2.263 0.041 0.938
H5 -2.107 0.791 2.377
H6 0.504 2.958 1.193
H7 -0.758 2.748 2.446
H8 0.190 0.711 0.505
H9 -1.430 -0.081 -6.550
H10 -1.475 -1.564 -6.187
O1 -1.231 -0.637 -5.825
H11 2.663 1.590 -0.349
H12 3.528 2.172 0.651
O2 2.602 2.045 0.465
H13 0.919 -3.203 0.026
H14 2.244 -2.374 0.016
O3 1.259 -2.293 0.204
H15 0.529 -1.186 -0.987
H16 -0.389 -0.611 -2.024
O4 0.207 -0.343 -1.368

***

Density functional theory data (the ωB97M-V functional and the def2-TZVPD basis) for a 5-piece molecular cluster, C3H16O4 overall.

Results
2S+1: 2
HOMO (alpha / beta) (eV): -14.82 / -14.45
⟨S²⟩: 0.754
Maximum force (eV Å⁻¹): 3.03
Gap between HOMO and LUMO (alpha / beta) (eV): 11.57 / 3.54
Net charge: +1

Geometry (Å):
C1 1.093 -2.182 1.215
C2 0.419 -1.128 0.391
C3 -1.179 -1.654 0.110
H1 0.512 -2.555 2.170
H2 2.180 -1.867 1.324
H3 1.349 -3.194 0.649
H4 0.930 -1.045 -0.560
H5 0.453 -0.083 0.767
H6 -1.166 -2.692 -0.195
H7 -1.661 -1.581 1.098
H8 -1.623 -1.034 -0.643
H9 0.480 0.786 3.664
H10 0.078 1.520 2.331
O1 -0.145 1.387 3.290
H11 0.352 3.665 0.642
H12 0.506 2.405 -0.230
O2 0.882 2.856 0.481
H13 -1.612 1.633 -2.025
H14 -0.641 0.621 -2.341
O3 -0.697 1.415 -1.799
H15 -0.545 -1.565 -2.471
H16 0.320 -1.735 -3.690
O4 -0.279 -1.095 -3.321